## A
Formula: BF4H22O11
Source: OMol25
Level of theory: wB97M-V/def2-TZVPD

Computed properties:
- Molecular weight: 284.97 g/mol
- HOMO-LUMO gap: 9.2 eV

Geometry as ORCA input:
```
! RIJCOSX wB97M-V def2-TZVPD def2/J DEFGRID3
* xyz -1 1
B 1.45384 -0.00047 -0.08187
F 1.99484 1.26153 -0.15787
F 1.91884 -0.59647 1.11913
F 0.08084 0.19353 -0.01987
F 1.91984 -0.67747 -1.17487
O -1.38816 2.83253 0.93213
H -0.74316 3.07753 0.23513
H -0.83116 2.43253 1.62413
O -1.00916 0.36353 3.31913
H -1.33316 -0.10347 2.57513
H -0.22716 0.70353 3.01713
O 0.01384 2.64153 -1.67787
H -0.70016 1.98753 -1.81487
H 0.60684 2.13353 -1.14687
O 1.09784 2.11753 2.79313
H 1.55284 1.67253 3.53013
H 1.61784 1.97953 2.02913
O 1.95084 -0.45247 3.78513
H 1.90384 -1.36147 3.95413
H 2.06784 -0.41547 2.84213
O -1.66716 -1.49947 -1.85887
H -2.16416 -1.99947 -2.47787
H -0.93016 -2.05247 -1.59087
O -2.47216 1.29953 -1.91887
H -2.33516 0.37253 -1.77487
H -3.41016 1.38153 -2.00587
O 1.73284 -2.70447 -3.04987
H 2.46184 -3.11647 -3.45787
H 2.01684 -1.93347 -2.58387
O -2.05816 -0.94647 1.14513
H -2.96516 -0.97147 0.91313
H -1.48816 -0.72147 0.44113
O -0.18316 0.56853 -3.59387
H 0.42084 1.07753 -3.07987
H -0.19916 -0.26647 -3.16787
O 0.39884 -2.81247 1.19513
H 0.97184 -2.20947 0.76213
H -0.07816 -3.25547 0.42213
*
```

These are the natural (NBO) partial charges, in e, on atoms 1 to 6: B 1.328; F -0.569; F -0.578; F -0.565; F -0.567; O -0.973

## B
Formula: BF4H22O11
Source: OMol25
Level of theory: wB97M-V/def2-TZVPD

Computed properties:
- Molecular weight: 284.97 g/mol
- HOMO-LUMO gap: 10.0 eV

Geometry as ORCA input:
```
! RIJCOSX wB97M-V def2-TZVPD def2/J DEFGRID3
* xyz -1 1
B 8.50207 7.11544 10.26062
F 7.30559 7.54365 9.68054
F 8.23623 5.88974 10.86995
F 9.47209 6.90266 9.24959
F 8.97931 7.99887 11.25649
O 10.93726 3.79787 10.04289
H 10.52919 4.42859 9.43556
H 10.72205 4.13366 10.92200
O 9.62516 5.82990 13.18334
H 9.68708 6.28942 12.33967
H 9.03971 6.38076 13.71088
O 10.18929 10.41552 10.37988
H 10.21640 10.43432 9.41488
H 9.43251 9.85119 10.58889
O 8.87518 4.42974 7.54495
H 8.73555 5.26977 8.00099
H 8.74303 4.63922 6.61670
O 6.38750 8.55470 12.70856
H 6.34506 9.50879 12.82386
H 6.88232 8.43279 11.88748
O 5.36382 4.96794 9.85807
H 6.32163 4.91732 9.96235
H 5.23047 5.59461 9.14048
O 9.66677 8.86879 7.54060
H 9.57847 8.16906 8.23397
H 10.15667 8.44723 6.82991
O 11.14001 9.93175 13.18173
H 11.16048 9.76458 12.22883
H 11.59484 10.77177 13.28665
O 3.98744 7.92105 10.40060
H 4.70316 7.70859 11.01608
H 3.18667 7.66431 10.86583
O 7.39070 2.95444 9.71822
H 7.54776 2.32422 10.42794
H 8.26508 3.30700 9.50596
O 6.64131 6.54981 7.34532
H 7.02955 7.17316 7.98962
H 5.83598 6.97969 7.04176
*
```

These are the natural (NBO) partial charges, in e, on atoms 1 to 6: B 1.328; F -0.564; F -0.560; F -0.568; F -0.571; O -0.959

Question: which arrangement is favored energetically? Ranking from most to least stable: B, A.